Entry from OMol25: a structure of composition C27H62BCl24NO4Ta at a distorted geometry (ωB97M-V/def2-TZVPD).

Structure (XYZ):
```
120
C27H62BCl24NO4Ta | OMol25 | ωB97M-V/def2-TZVPD
N -1.9883 -3.4632 -2.2291
C -0.6895 -3.9071 -1.5900
C 0.3345 -2.7264 -1.6949
O 0.6096 -2.4996 -3.1111
C 1.7424 -3.0662 -1.0327
Ta 1.6513 -3.5823 1.2141
O 3.6153 -4.3941 1.2814
B 3.8405 -5.3914 0.3104
O 4.9508 -5.1832 -0.5798
O 3.0891 -6.5723 0.1418
H -2.4733 -4.2713 -2.6128
H -2.5421 -3.1054 -1.4541
H -0.9370 -4.1840 -0.5453
H -0.3725 -4.8100 -2.1549
H -0.1108 -1.7897 -1.2868
H 0.7882 -3.3845 -3.4399
H 2.3761 -2.1511 -1.1372
H 2.1841 -3.8560 -1.6868
H 0.8500 -5.2354 0.9160
H 1.4588 -3.9398 3.0479
H 2.3913 -1.9183 1.6784
H -0.0304 -2.7957 1.2502
H 4.6296 -5.0670 -1.4767
H 2.3913 -6.6327 0.8087
Cl 1.2231 -8.4940 3.0399
C 2.7410 -9.3929 2.7663
C 3.8359 -8.9683 3.7163
Cl 4.3857 -7.3095 3.3812
H 3.0412 -9.2450 1.7310
H 2.5137 -10.4506 2.9073
H 4.6954 -9.6268 3.5928
H 3.5160 -9.0128 4.7566
Cl -2.3575 -0.2162 -0.7772
C -2.7807 0.1290 -2.4713
C -1.5560 0.3609 -3.3264
Cl -0.7275 1.8858 -2.9107
H -3.4507 0.9882 -2.4841
H -3.3268 -0.7378 -2.8431
H -1.8464 0.4352 -4.3742
H -0.8380 -0.4538 -3.2275
Cl -1.5226 6.4059 -1.9001
C -0.0165 5.5064 -2.2186
C 1.1094 5.9486 -1.3132
Cl 1.6598 7.6035 -1.6843
H 0.2379 5.6377 -3.2692
H -0.2350 4.4523 -2.0494
H 1.9688 5.2935 -1.4455
H 0.8162 5.9194 -0.2667
Cl -6.3563 7.6239 -2.4133
C -5.7449 8.3343 -0.8975
C -4.7838 7.4110 -0.1840
Cl -5.6011 5.9685 0.4657
H -6.6011 8.5804 -0.2714
H -5.2371 9.2613 -1.1641
H -4.3342 7.9300 0.6627
H -3.9859 7.0775 -0.8446
Cl -2.2425 -5.5427 5.0911
C -3.3893 -6.7684 4.4977
C -2.7959 -7.6190 3.3981
Cl -2.5418 -6.6947 1.8994
H -4.2887 -6.2545 4.1608
H -3.6510 -7.3976 5.3492
H -3.4778 -8.4353 3.1561
H -1.8400 -8.0480 3.6963
Cl 4.8484 -10.2701 0.7407
C 5.1410 -9.0715 -0.5501
C 5.7452 -9.7024 -1.7830
Cl 7.4156 -10.2651 -1.5104
H 5.7797 -8.2898 -0.1442
H 4.1793 -8.6268 -0.7943
H 5.7860 -8.9667 -2.5861
H 5.1573 -10.5534 -2.1250
Cl 6.5471 6.2152 1.7341
C 5.2461 7.4054 1.4722
C 3.9121 6.9211 1.9906
Cl 3.2685 5.5655 1.0315
H 5.2018 7.6270 0.4069
H 5.5369 8.3138 2.0005
H 3.1802 7.7236 1.9298
H 3.9793 6.5972 3.0286
Cl -3.0927 7.1713 -4.9024
C -3.8877 8.3297 -5.9950
C -5.1825 7.7883 -6.5569
Cl -4.9120 6.4436 -7.6938
H -3.1844 8.5849 -6.7864
H -4.0877 9.2287 -5.4116
H -5.7003 8.5719 -7.1104
H -5.8412 7.4338 -5.7658
Cl -1.5994 -7.3230 -4.0136
C -0.1072 -8.2349 -4.3550
C 1.0448 -7.7901 -3.4831
Cl 1.5960 -6.1471 -3.8867
H 0.1245 -8.1176 -5.4125
H -0.3273 -9.2858 -4.1659
H 1.8963 -8.4553 -3.6289
H 0.7761 -7.8036 -2.4272
Cl 2.4590 9.2736 3.5056
C 1.1616 10.4662 3.2346
C -0.1737 9.9812 3.7484
Cl -0.8093 8.6215 2.7883
H 1.1239 10.6849 2.1681
H 1.4528 11.3756 3.7631
H -0.9063 10.7860 3.6836
H -0.1079 9.6597 4.7867
Cl 3.3682 11.5381 7.2294
C 3.7602 13.0431 6.3625
C 2.5565 13.9463 6.2198
Cl 1.3376 13.2631 5.1137
H 4.1752 12.7747 5.3921
H 4.5341 13.5503 6.9385
H 2.8612 14.9061 5.8030
H 2.0761 14.1265 7.1799
Cl -6.6257 -7.6794 1.8128
C -7.0730 -7.3304 0.1229
C -5.8635 -7.0706 -0.7459
Cl -5.0534 -5.5441 -0.3272
H -7.7529 -6.4800 0.1237
H -7.6132 -8.2018 -0.2479
H -6.1690 -6.9931 -1.7896
H -5.1323 -7.8736 -0.6613
```

Properties
HOMO energy, Ha: -0.1801
Net charge: -1
HOMO-LUMO gap, eV: 6.2
Energy, eV: -341454.458
Strongest force on any atom, hartree/bohr: 0.06533